Entry 1:
79
Properties=species:S:1:pos:R:3:mulliken_charge:R:1 method="wB97M-V/def2-TZVPD" e_above_lowest_kcal_mol=225.83 lumo_ha=-0.0548 charge=-1 spin_multiplicity=1 largest_force_ev_per_a=6.0
Sr 0.53 -0.04 -0.30 1.08
C 5.64 3.14 -1.78 0.64
F 4.86 2.17 -2.24 -0.24
F 6.87 2.58 -1.83 -0.25
F 5.63 4.15 -2.58 -0.20
S 5.11 3.72 -0.02 0.98
O 6.38 4.20 0.58 -0.57
O 4.04 4.67 -0.27 -0.60
N 4.51 2.19 0.75 -0.42
S 4.72 2.43 2.25 0.96
O 4.83 3.81 2.77 -0.60
O 3.59 1.58 2.82 -0.70
C 6.31 1.52 2.70 0.67
F 6.22 0.28 2.26 -0.23
F 7.37 2.10 2.20 -0.21
F 6.43 1.48 4.03 -0.23
C -4.08 -6.46 -1.08 -0.46
C -3.48 -5.80 -2.07 0.39
C -3.26 -6.44 -3.45 0.39
O -2.62 -5.83 -4.40 -0.73
C -3.60 -7.72 -3.71 -0.55
C -4.36 -8.48 -2.70 0.52
C -4.64 -7.86 -1.28 0.42
O -5.27 -8.57 -0.55 -0.59
O -4.73 -9.65 -2.89 -0.65
O -3.15 -4.58 -1.66 -0.73
H -4.21 -6.11 -0.07 0.40
H -3.48 -8.13 -4.70 0.41
C 4.70 -3.20 -1.40 -1.43
C 3.39 -3.81 -1.85 0.34
C 2.70 -4.44 -0.55 -0.86
O 2.51 -3.50 0.50 -0.22
C 1.67 -4.00 1.59 -0.83
N 2.46 -2.86 -2.52 -0.57
H 5.33 -3.74 -0.70 0.36
H 4.63 -2.27 -0.83 0.40
H 5.33 -2.85 -2.22 0.35
H 3.50 -4.74 -2.41 0.25
H 3.23 -5.33 -0.21 0.41
H 1.72 -4.78 -0.91 0.39
H 2.07 -4.92 2.02 0.30
H 0.64 -4.15 1.24 0.35
H 1.62 -3.28 2.40 0.26
H 2.90 -2.58 -3.38 0.26
H 1.72 -3.50 -2.75 0.28
C -2.94 5.22 -1.89 -1.54
C -2.43 3.85 -2.21 0.28
C -2.07 3.70 -3.72 -0.70
O -1.34 2.43 -3.81 -0.26
C -1.38 1.97 -5.15 -0.87
N -1.29 3.74 -1.30 -0.57
H -2.18 5.96 -2.14 0.44
H -3.25 5.29 -0.85 0.42
H -3.74 5.50 -2.58 0.36
H -3.14 3.10 -1.87 0.32
H -1.39 4.53 -3.94 0.29
H -2.96 3.79 -4.32 0.39
H -2.09 1.18 -5.44 0.31
H -0.39 1.58 -5.39 0.30
H -1.43 2.72 -5.94 0.34
H -0.76 4.59 -1.43 0.28
H -1.62 3.94 -0.37 0.23
C -4.53 1.18 4.80 -1.41
C -3.54 2.09 4.17 0.30
C -3.06 3.18 5.14 -0.78
O -2.13 4.06 4.45 -0.28
C -1.56 5.11 5.34 -0.74
N -2.50 1.23 3.59 -0.61
H -5.12 0.67 4.04 0.44
H -5.14 1.86 5.41 0.39
H -4.06 0.49 5.51 0.36
H -4.01 2.61 3.34 0.23
H -2.53 2.80 6.01 0.40
H -3.98 3.71 5.39 0.30
H -0.61 5.56 5.06 0.26
H -1.42 4.77 6.37 0.27
H -2.32 5.89 5.26 0.29
H -2.22 0.72 4.42 0.29
H -3.17 0.56 3.24 0.31

Entry 2:
23
Properties=species:S:1:pos:R:3:mulliken_charge:R:1 method="wB97M-V/def2-TZVPD" e_above_lowest_kcal_mol=98.77 lumo_ha="-0.0050 / -0.0049" spin_multiplicity=1 largest_force_ev_per_a=4.9
C -0.57 -0.54 -0.97 0.67
C 1.46 1.15 1.02 -0.44
C -0.56 -1.99 -1.39 -1.54
C -1.87 -0.03 -0.41 -1.34
C 0.30 1.98 1.51 -0.95
N 0.13 0.30 -1.75 0.37
C 1.08 -0.50 0.62 0.54
O 0.20 1.54 -1.53 -0.61
O 0.37 -1.03 1.65 -0.46
O 1.96 -1.13 0.08 -0.63
H 0.62 -1.97 1.73 0.36
H 0.94 -0.12 -2.23 0.33
H 2.04 1.61 0.22 0.34
H 2.14 0.89 1.83 0.42
H 0.44 -2.30 -1.69 0.37
H -0.90 -2.61 -0.57 0.32
H -1.23 -2.16 -2.23 0.43
H -2.70 -0.32 -1.05 0.40
H -2.04 -0.45 0.58 0.29
H -1.85 1.06 -0.35 0.33
H -0.32 1.43 2.22 0.26
H 0.68 2.87 2.02 0.38
H -0.31 2.32 0.67 0.15

Entry 3:
129
Properties=species:S:1:pos:R:3:mulliken_charge:R:1 method="wB97M-V/def2-TZVPD" e_above_lowest_kcal_mol=0.00 lumo_ha="0.0660 / 0.0660" charge=-1 spin_multiplicity=2 largest_force_ev_per_a=0.4
Ti 0.56 0.80 -0.37 -0.99
C 0.55 -2.12 5.80 -0.81
C 0.26 -0.80 6.13 -0.86
C 0.30 0.18 5.15 -0.35
C 0.62 -0.14 3.84 -0.25
C 0.92 -1.47 3.52 0.38
C 0.89 -2.45 4.50 -0.23
P 0.68 1.03 2.44 2.90
C 0.21 2.64 3.16 0.19
C 1.05 3.74 3.12 -1.29
C 0.60 4.98 3.56 -0.43
C -0.69 5.13 4.04 -0.80
C -1.54 4.03 4.08 -0.59
C -1.10 2.79 3.64 -0.13
C 2.41 1.11 1.97 0.26
C 3.54 1.20 2.79 -0.42
C 4.79 1.25 2.20 -1.06
C 4.90 1.22 0.81 -0.71
C 3.77 1.11 0.01 -0.69
C 2.49 1.02 0.58 0.81
H 0.52 -2.89 6.57 0.38
H 0.00 -0.54 7.15 0.41
H 0.07 1.21 5.42 0.43
H 1.18 -1.73 2.50 -0.37
H 1.13 -3.47 4.23 0.49
H 2.05 3.63 2.73 0.44
H 1.27 5.84 3.53 0.48
H -1.04 6.10 4.38 0.39
H -2.55 4.14 4.45 0.45
H -1.78 1.95 3.65 0.34
H 3.43 1.23 3.87 0.54
H 5.68 1.32 2.81 0.39
H 5.88 1.27 0.35 0.45
H 3.90 1.09 -1.07 0.49
C 1.01 5.45 -0.27 -1.20
S -0.13 4.08 -0.33 1.05
C -0.45 4.11 -2.08 -0.63
O 0.79 2.89 -0.09 -0.84
H 1.85 5.24 -0.93 0.38
H 1.35 5.54 0.76 0.28
H 0.48 6.36 -0.57 0.45
H -1.09 4.97 -2.29 0.56
H -0.97 3.19 -2.35 -0.24
H 0.49 4.16 -2.63 0.44
O -0.17 1.74 -4.06 -0.77
C 0.77 1.20 -3.49 -0.24
O 0.69 1.03 -2.14 -0.29
C 1.97 0.70 -4.11 -0.43
C 2.14 0.90 -5.50 -0.71
C 3.22 0.38 -6.16 -0.78
C 4.19 -0.37 -5.45 -0.82
C 4.03 -0.57 -4.06 -0.20
C 2.94 -0.06 -3.42 1.28
N 5.27 -0.93 -6.12 0.95
O 6.10 -1.61 -5.46 -0.75
O 5.38 -0.76 -7.35 -0.76
H 1.39 1.46 -6.04 0.46
H 3.37 0.53 -7.22 0.48
H 4.76 -1.17 -3.54 0.53
H 2.79 -0.27 -2.37 -0.01
C -4.51 5.16 -0.88 -0.74
C -3.92 4.93 0.35 -0.75
C -3.25 3.74 0.59 0.04
C -3.16 2.74 -0.39 -0.57
C -3.78 2.99 -1.62 -0.12
C -4.44 4.19 -1.86 -0.78
Ge -2.14 1.06 -0.05 4.17
C -2.87 0.51 1.71 -0.82
C -2.24 -0.53 2.40 0.93
C -2.68 -0.95 3.64 -0.45
C -3.78 -0.34 4.23 -0.82
C -4.43 0.68 3.56 -1.05
C -3.99 1.10 2.31 -0.09
C -2.98 -0.22 -1.30 0.19
C -2.70 -0.14 -2.67 -0.42
C -3.32 -1.00 -3.57 -0.58
C -4.20 -1.98 -3.12 -0.86
C -4.46 -2.08 -1.76 -0.81
C -3.86 -1.21 -0.86 -0.33
H -5.03 6.09 -1.07 0.36
H -3.97 5.68 1.13 0.45
H -2.78 3.58 1.55 0.29
H -3.75 2.24 -2.40 0.27
H -4.91 4.35 -2.83 0.41
H -1.38 -1.01 1.94 -0.51
H -2.16 -1.75 4.16 0.47
H -4.12 -0.65 5.21 0.35
H -5.30 1.16 4.00 0.38
H -4.51 1.89 1.79 0.47
H -2.00 0.59 -3.05 0.35
H -3.09 -0.92 -4.63 0.43
H -4.66 -2.66 -3.82 0.37
H -5.13 -2.85 -1.40 0.42
H -4.07 -1.31 0.19 0.31
O 0.39 -1.01 -0.18 0.19
Si 0.60 -2.60 -0.56 -0.78
C 1.09 -2.80 -2.34 0.13
C 0.34 -2.17 -3.34 0.27
C 0.70 -2.28 -4.67 -0.51
C 1.81 -3.03 -5.03 -0.49
C 2.56 -3.67 -4.06 -0.92
C 2.20 -3.55 -2.72 -0.40
C -0.98 -3.54 -0.20 0.88
C -1.47 -3.67 1.10 0.52
C -2.64 -4.36 1.37 -1.07
C -3.35 -4.95 0.34 -0.60
C -2.88 -4.85 -0.96 -0.88
C -1.71 -4.15 -1.23 -0.21
C 1.96 -3.27 0.55 0.16
C 1.84 -4.46 1.27 -0.15
C 2.86 -4.91 2.10 -0.70
C 4.02 -4.17 2.22 -0.61
C 4.17 -2.99 1.51 -0.86
C 3.15 -2.55 0.68 0.24
H -0.52 -1.57 -3.07 0.24
H 0.12 -1.76 -5.43 0.40
H 2.12 -3.09 -6.07 0.39
H 3.44 -4.23 -4.33 0.40
H 2.80 -4.05 -1.97 0.38
H -0.92 -3.23 1.93 0.25
H -3.00 -4.43 2.39 0.39
H -4.27 -5.48 0.54 0.37
H -3.43 -5.30 -1.78 0.41
H -1.36 -4.07 -2.25 0.34
H 0.93 -5.05 1.18 0.33
H 2.74 -5.84 2.64 0.40
H 4.81 -4.51 2.88 0.37
H 5.08 -2.40 1.60 0.46
H 3.28 -1.62 0.13 0.24

Entry 4:
20
Properties=species:S:1:pos:R:3:mulliken_charge:R:1 method="wB97M-V/def2-TZVPD" e_above_lowest_kcal_mol=44.46 lumo_ha=0.0251 spin_multiplicity=1 largest_force_ev_per_a=7.0
C 1.26 0.13 0.16 0.59
C 0.19 -1.01 0.26 -0.71
C -0.29 1.85 -0.39 -0.74
C -1.34 0.86 0.09 -0.49
C -2.14 -1.46 0.03 -1.11
N 1.05 1.34 -0.18 -0.46
N -1.06 -0.56 -0.36 -0.17
O 3.71 1.06 0.18 -0.43
O 3.30 -1.42 -0.59 -0.56
S 2.95 -0.39 0.43 0.51
H 0.47 -1.88 -0.44 0.45
H 0.15 -1.35 1.28 0.34
H -0.40 2.15 -1.39 0.36
H -0.46 2.84 0.12 0.31
H -1.41 0.80 1.23 0.28
H -2.41 1.01 -0.26 0.40
H -2.36 -1.75 1.08 0.37
H -3.09 -1.34 -0.37 0.38
H -1.75 -2.37 -0.31 0.40
H 3.64 1.50 -0.58 0.30